Entry 1:
C7H12CoN3 | ωB97M-V with the def2-TZVPD basis set

Geometry as XYZ:
```
23
C7H12CoN3 | the OMol25 dataset | ωB97M-V with the def2-TZVPD basis set
Co 0.030 -0.057 0.062
N 0.340 -0.597 1.957
N 3.933 0.108 5.049
N 1.159 -1.510 -0.710
C 0.720 -1.318 4.591
C -0.456 -1.650 3.942
C 2.953 -0.232 4.512
C -1.022 1.568 0.330
C 1.519 -0.292 2.553
C -0.617 -1.307 2.608
C 1.729 -0.649 3.883
H -0.157 0.308 -1.427
H 2.138 -1.204 -0.753
H -1.415 2.037 -0.605
H -1.545 -1.589 2.065
H -1.858 1.426 1.034
H 2.291 0.241 1.998
H 1.116 -2.381 -0.168
H 0.797 -1.651 -1.663
H -1.253 -2.132 4.480
H -0.342 2.280 0.813
H 0.821 -1.570 5.649
H -1.021 0.137 -1.151
```

The HOMO-LUMO gap (alpha / beta) comes out at 4.21 / 6.50 eV. As for the LUMO energy (alpha / beta): 0.116 / 0.108 Eh. Its energy relative to the best compared isomer or geometry (same formula, charge and spin) is 33.6 kcal/mol. The expectation value of S² is 3.82. The spin multiplicity is 4. The net charge is -1.

Entry 2:
C7H12F13HfN6O25S7 | ωB97M-V with the def2-TZVPD basis set

Geometry as XYZ:
```
71
C7H12F13HfN6O25S7 | the OMol25 dataset | ωB97M-V with the def2-TZVPD basis set
Hf -1.913 -0.040 -1.477
S 1.160 0.403 0.383
S -0.215 -1.178 1.444
S -4.053 0.564 1.642
S 0.726 -0.042 -4.087
S -0.504 1.999 -3.875
S -1.054 -3.527 -2.607
S -1.947 3.507 -0.399
F -5.952 -0.618 2.957
F -5.812 -1.254 0.859
F -0.479 3.717 1.708
F -0.528 -4.508 -0.264
F 1.187 1.073 -1.079
F -1.593 -1.972 1.222
F 1.252 -4.081 -1.548
F -4.359 -1.906 2.320
F 0.657 3.988 -0.194
F 1.186 -0.946 -2.821
F -0.658 5.521 0.583
F 0.102 -5.812 -1.923
F -2.059 2.248 -3.477
O 0.153 -0.969 -4.997
O -3.040 3.622 0.521
O 2.511 1.013 5.817
O -2.366 -4.167 -2.680
O -3.687 -3.513 0.141
O -3.227 0.623 2.809
O -1.596 2.080 -0.717
O 0.681 -2.286 1.303
O 2.357 -0.366 0.243
O -0.439 -0.542 2.712
O 3.298 -1.502 3.042
O -3.332 0.316 0.358
O 0.472 1.341 5.273
O -0.312 -3.368 -3.835
O 4.508 0.106 2.340
O -2.091 4.292 -1.601
O 1.850 0.751 -4.406
O -4.968 1.692 1.532
O -1.195 -2.233 -1.908
O -0.574 1.986 -5.320
O 5.486 3.554 -2.286
O 1.089 1.544 1.228
O 0.156 3.107 -3.246
O -3.754 -1.767 -1.113
O 6.795 1.988 -1.619
N -4.156 -2.859 -0.744
N 4.215 -1.076 2.380
N -0.440 -0.289 0.105
N -0.607 0.594 -3.139
N 1.659 1.586 5.164
N 5.734 2.609 -1.593
C 4.644 1.918 -0.805
C -5.305 -3.466 -1.477
C 2.075 2.734 4.354
C 0.022 -4.563 -1.469
C 5.065 -1.998 1.627
C -0.463 4.209 0.471
C -5.138 -0.879 1.951
H 5.057 1.054 -0.297
H -5.984 -2.655 -1.732
H 6.085 -1.685 1.826
H 2.341 2.419 3.347
H 2.935 3.193 4.833
H 3.828 1.687 -1.482
H 1.256 3.445 4.306
H 4.754 -1.884 0.590
H -5.815 -4.142 -0.800
H -4.881 -3.969 -2.342
H 4.861 -3.007 1.969
H 4.345 2.590 -0.001
```

The HOMO-LUMO gap comes out at 7.35 eV. As for the LUMO energy: -0.030 Eh. Its energy relative to the best compared isomer or geometry (same formula, charge and spin) is 9.2 kcal/mol. The spin multiplicity is 1. The net charge is -1.

Entry 3:
C7H12F13MgN2O11S4V | ωB97M-V with the def2-TZVPD basis set

Geometry as XYZ:
```
51
C7H12F13MgN2O11S4V | the OMol25 dataset | ωB97M-V with the def2-TZVPD basis set
V 0.934 -1.474 -2.031
S 2.513 1.383 -2.142
S 4.186 -0.554 -2.544
S -3.581 0.597 2.854
S -3.770 -0.110 0.346
Mg -0.842 0.127 1.064
F -2.704 1.668 -1.305
F -4.244 2.474 0.001
F 2.490 3.529 -3.576
F -4.778 1.221 -1.641
F 2.996 1.818 -4.743
F 3.679 -3.177 -2.656
F 0.946 2.206 -4.144
F -2.824 1.464 5.242
F -0.343 -0.498 -0.713
F -1.662 2.275 3.632
F -1.369 0.200 4.255
F 3.867 -2.142 -4.619
F 5.610 -2.570 -3.398
O -5.111 -0.365 0.792
O 2.121 -1.867 0.096
O 4.705 -0.799 -1.217
O -1.000 -1.962 1.742
O -4.527 1.672 2.751
O -3.152 -1.120 -0.451
O -0.626 2.098 0.503
O 1.273 1.534 -1.405
O 3.642 2.004 -1.539
O -4.047 -0.626 3.442
O 4.890 0.344 -3.427
N 2.595 -0.297 -2.505
N -2.651 0.393 1.564
C -3.874 1.455 -0.718
C -1.593 -2.722 2.786
C -0.706 3.449 0.980
C 2.460 -3.234 0.449
C -2.285 1.169 4.081
C 4.329 -2.242 -3.378
C 2.214 2.270 -3.822
H 0.251 3.973 0.977
H -0.431 2.158 -0.443
H -2.670 -2.560 2.902
H -1.216 3.606 1.922
H 3.021 -3.252 1.380
H -1.219 -2.377 3.751
H -1.288 4.005 0.235
H -1.460 -3.800 2.700
H 3.044 -3.617 -0.385
H 1.563 -3.850 0.557
H 1.781 -1.469 0.903
H -1.137 -2.409 0.896
```

The HOMO-LUMO gap (alpha / beta) comes out at 8.00 / 8.06 eV. As for the LUMO energy (alpha / beta): -0.196 / -0.194 Eh. The expectation value of S² is 3.75. The spin multiplicity is 4. The net charge is +1.

Entry 4:
C7H12F2N2Si | ωB97M-V with the def2-TZVPD basis set

Geometry as XYZ:
```
24
C7H12F2N2Si | the OMol25 dataset | ωB97M-V with the def2-TZVPD basis set
Si 0.073 -0.531 -1.337
F -1.473 2.095 -0.091
F -2.469 0.287 0.409
N -0.602 0.737 1.584
N 0.239 1.444 3.509
C -0.728 0.423 -2.903
C -1.231 0.793 0.279
C -0.491 1.715 2.455
C -0.031 -2.347 -1.148
C 1.745 0.086 -0.834
C 0.195 -0.303 2.070
C 0.756 0.211 3.236
H 0.371 -1.075 1.347
H -1.193 2.544 2.375
H -0.509 1.424 -2.686
H 0.916 -2.628 -1.528
H 2.536 -0.200 -1.467
H 1.389 -0.293 4.066
H -0.153 -2.853 -0.205
H -0.477 0.101 -3.857
H -1.770 0.258 -2.986
H 1.865 1.173 -0.797
H 1.955 -0.336 0.114
H -0.915 -2.723 -1.606
```

The HOMO-LUMO gap comes out at 9.32 eV. As for the LUMO energy: 0.018 Eh. Its energy relative to the best compared isomer or geometry (same formula, charge and spin) is 60.2 kcal/mol. The spin multiplicity is 1. The net charge is 0.

no.,calculated total energy (eV)
1,-49546.945
2,-180051.405
3,-142748.982
4,-23744.902